1.
DFT (ωB97M-V with the def2-TZVPD basis set) results for C22H15IN5O9PtS as an isolated structure in a non-equilibrium geometry.

```
54
Properties=species:S:1:pos:R:3:mulliken_charge:R:1
Pt 0.540 -0.571 -0.372 0.570
O 4.779 -0.654 1.136 -0.707
S 3.761 -1.120 0.228 1.109
O 3.224 -2.432 0.452 -0.706
N 2.543 -0.074 0.088 -0.431
C 2.817 1.284 -0.111 0.203
C 4.052 1.908 -0.093 -0.505
C 4.165 3.296 -0.304 -0.884
C 3.077 4.094 -0.516 -0.894
C 1.795 3.501 -0.554 1.080
C 0.596 4.230 -0.746 -0.634
C -0.603 3.580 -0.767 -0.937
C -0.631 2.179 -0.639 0.127
N 0.470 1.485 -0.473 0.059
C 1.682 2.110 -0.391 0.311
C 4.488 -1.129 -1.397 0.373
C 5.864 -1.230 -1.530 -0.430
C 6.423 -1.284 -2.799 -0.558
C 5.606 -1.233 -3.921 -0.375
C 4.227 -1.129 -3.778 -0.728
C 3.660 -1.078 -2.514 -0.252
H 4.943 1.339 0.121 0.478
H 5.155 3.736 -0.275 0.371
H 3.174 5.164 -0.651 0.365
H 0.650 5.306 -0.865 0.402
H -1.537 4.108 -0.898 0.419
H -1.558 1.621 -0.680 0.304
H 6.482 -1.253 -0.641 0.440
H 7.497 -1.360 -2.911 0.370
H 6.045 -1.271 -4.910 0.369
H 3.588 -1.085 -4.650 0.423
H 2.585 -0.993 -2.392 0.291
O -7.091 -4.182 -0.436 -0.650
N -5.924 -4.371 -0.135 1.035
O -5.428 -5.482 -0.016 -0.670
C -5.079 -3.225 0.091 -0.491
C -3.736 -3.419 0.398 -0.564
C -2.984 -2.319 0.655 -0.250
C -3.401 -0.910 0.542 0.907
O -2.602 0.002 0.683 -0.595
C -4.822 -0.836 0.204 -0.308
C -5.604 -1.943 0.003 -0.118
N -5.479 0.462 0.060 1.022
O -6.700 0.472 -0.046 -0.667
O -4.799 1.465 0.069 -0.594
N -1.578 -2.447 0.925 0.837
O -1.067 -1.944 1.865 -0.387
O -0.900 -3.068 0.019 -0.190
H -3.325 -4.418 0.446 0.557
H -6.648 -1.808 -0.237 0.628
I -1.185 -0.912 -2.447 -0.546
C 0.578 -2.580 -0.081 -0.982
H 0.878 -3.202 -0.920 0.473
H 1.043 -2.942 0.828 0.533
```

Computed properties:
E_LUMO	0.0359	Ha
HOMO-LUMO gap	6.167	eV
E	-71112.320	eV
total charge	-1


2.
DFT (ωB97M-V with the def2-TZVPD basis set) results for a 2-piece molecular cluster, C7H8IN overall in a non-equilibrium geometry.

```
17
Properties=species:S:1:pos:R:3:mulliken_charge:R:1
C -2.596 0.132 -0.032 0.017
C -1.662 -0.314 0.531 -0.576
C 0.910 1.875 -0.085 0.548
C 0.511 1.288 -1.330 -0.359
C 1.142 0.482 -0.245 -0.375
C -0.130 -2.207 0.303 -1.128
C -0.364 -0.889 0.886 0.012
N 0.888 2.915 0.568 -0.680
I 2.996 -0.611 -0.248 0.064
H -3.579 0.393 -0.259 0.435
H -0.634 0.997 -1.491 -0.011
H 1.057 1.702 -2.184 0.295
H 0.562 -2.202 -0.535 0.242
H 0.312 -3.008 0.948 0.302
H -1.017 -2.670 0.023 0.427
H 0.344 -0.625 1.661 0.526
H 1.260 2.741 1.489 0.262
```

Computed properties:
E_LUMO (alpha / beta)	-0.0262 / -0.0262	Ha
HOMO-LUMO gap (alpha / beta)	7.781 / 7.782	eV
E	-16972.501	eV
total charge	0


3.
DFT (ωB97M-V with the def2-TZVPD basis set) results for C22H42N8OPSSiTc as an isolated structure.

```
77
Properties=species:S:1:pos:R:3:mulliken_spin:R:1
Tc -1.039 -0.491 0.168 1.767
N -3.272 0.383 2.604 0.033
C -2.209 -0.314 2.988 0.038
N -1.313 -0.858 2.152 0.009
C -0.352 -1.649 2.887 0.021
C 0.615 -2.497 2.373 -0.007
C 1.406 -3.214 3.257 -0.001
C 1.256 -3.088 4.635 0.004
C 0.281 -2.259 5.155 0.000
C -0.519 -1.565 4.261 -0.004
S -1.894 -0.563 4.656 0.007
H -3.612 0.352 1.646 -0.004
H -3.907 0.724 3.311 0.001
H 0.752 -2.632 1.308 0.007
H 2.149 -3.896 2.869 0.000
H 1.883 -3.664 5.305 0.000
H 0.127 -2.177 6.224 0.000
C 3.663 -1.918 0.457 0.001
N 2.737 -2.230 -0.655 0.001
C 3.261 -3.273 -1.561 0.001
P 1.846 -0.994 -1.206 0.001
O 0.967 -0.452 -0.041 0.063
N 0.821 -1.586 -2.352 0.015
C 0.068 -2.812 -2.024 0.025
C 1.003 -1.383 -3.801 0.002
N 2.721 0.228 -1.786 0.003
C 3.826 -0.073 -2.719 0.000
C 2.859 1.529 -1.106 0.006
H 3.840 -2.819 1.039 0.000
H 3.243 -1.160 1.115 -0.001
H 4.627 -1.569 0.079 0.001
H 3.283 -4.229 -1.041 0.000
H 4.277 -3.039 -1.884 0.000
H 2.634 -3.382 -2.442 0.000
H 0.014 -2.967 -0.941 -0.013
H 0.526 -3.710 -2.441 0.000
H -0.942 -2.743 -2.437 0.002
H 1.412 -0.395 -3.996 0.000
H 0.028 -1.446 -4.285 -0.001
H 1.652 -2.144 -4.241 0.001
H 3.751 -1.086 -3.112 0.000
H 4.790 0.032 -2.218 0.000
H 3.799 0.619 -3.559 0.000
H 2.050 1.684 -0.398 -0.005
H 2.844 2.333 -1.840 0.000
H 3.810 1.579 -0.572 0.000
C -3.468 1.679 -2.387 0.007
Si -1.884 2.287 -1.643 0.009
C -0.516 1.698 -2.734 -0.003
C -1.876 4.120 -1.489 0.002
N -1.542 1.466 0.000 0.278
C -1.259 2.238 1.078 0.171
C -2.149 3.324 1.448 0.090
C -1.859 4.123 2.510 0.002
C -0.683 3.894 3.261 0.254
C 0.199 2.828 2.935 0.048
C -0.074 2.015 1.881 0.091
H -3.511 2.128 -3.388 -0.001
H -4.380 2.016 -1.880 0.000
H -3.511 0.595 -2.548 -0.002
H -0.843 1.752 -3.780 0.002
H -0.216 0.664 -2.537 0.018
H 0.364 2.333 -2.622 0.000
H -1.613 4.516 -2.476 0.001
H -1.138 4.503 -0.779 -0.003
H -2.855 4.529 -1.225 0.001
H -3.061 3.472 0.880 0.006
H -2.528 4.932 2.782 0.006
H -0.446 4.548 4.093 -0.005
H 1.102 2.678 3.515 0.001
H 0.622 1.236 1.597 0.044
N -4.154 -0.213 -0.030 0.016
N -3.073 -1.120 -0.315 -0.017
H -5.035 -0.657 -0.271 0.002
H -4.026 0.597 -0.620 0.000
H -3.083 -1.399 -1.299 -0.002
H -3.264 -1.970 0.211 0.008
```

Computed properties:
2S+1	4
E_LUMO (alpha / beta)	-0.3530 / -0.4173	Ha
HOMO-LUMO gap (alpha / beta)	6.964 / 5.205	eV
E	-67641.272	eV
total charge	+3


4.
DFT (ωB97M-V with the def2-TZVPD basis set) results for a 2-piece molecular cluster, C4H6INS overall in a non-equilibrium geometry.

```
13
Properties=species:S:1:pos:R:3:mulliken_charge:R:1
S 0.934 0.410 -2.336 -0.204
N 1.857 1.010 -1.284 -0.104
C 2.105 1.450 -0.196 0.079
I 3.512 2.191 1.010 0.239
C -0.592 0.673 0.893 -1.044
C -1.123 -0.171 0.000 0.099
C -0.996 -1.639 0.058 -0.947
H -0.240 0.189 1.728 0.300
H -0.683 1.722 0.791 0.389
H -1.686 0.192 -0.877 0.379
H -2.086 -1.916 0.128 0.270
H -0.561 -2.036 0.930 0.353
H -0.441 -2.075 -0.844 0.192
```

Computed properties:
E_LUMO	-0.0298	Ha
HOMO-LUMO gap	7.582	eV
SMILES string	[S-][N+]#CI.C=CC
E	-24667.611	eV
total charge	0